# 1
C4H8N2O as an isolated structure in a non-equilibrium geometry, computed with ωB97M-V/def2-TZVPD.

Summary:
Spin multiplicity: 1
Energy relative to the best compared isomer or geometry (same formula, charge and spin) in kJ/mol: 487.8
Gap between HOMO and LUMO in eV: 8.681
LUMO energy in hartree: 0.030
Molar mass in g/mol: 100.1
Total charge: 0

Geometry as XYZ:
```
15
Properties=species:S:1:pos:R:3:forces:R:3:lowdin_charge:R:1
C 0.578 1.153 -0.744 -0.005 -0.591 -0.418 -0.390
H -1.970 -1.356 0.210 -0.049 0.030 -0.031 0.071
C 0.598 -0.065 -0.196 -2.349 -1.291 4.348 -0.095
H 0.226 -1.846 1.361 0.056 -0.099 0.179 0.069
N 1.461 0.740 -1.802 -0.114 0.416 -0.785 0.011
H -2.087 0.162 1.119 -0.121 0.085 -0.070 0.070
N 1.623 -0.524 -1.081 0.618 -0.086 0.104 -0.024
C -0.224 -0.862 1.355 2.049 1.716 -4.055 -0.094
O 0.036 2.371 -0.539 0.237 -0.025 0.064 0.069
H 1.380 -1.318 -1.674 -0.223 0.313 -0.015 0.106
H -0.186 2.773 -1.388 -0.015 -0.135 0.031 0.112
H 0.131 -0.232 2.158 0.058 -0.031 0.142 0.071
H -2.199 -1.388 1.957 -0.093 0.022 0.057 0.068
C -1.708 -0.855 1.140 -0.045 -0.128 0.145 -0.158
H 2.343 1.247 -1.875 -0.004 -0.196 0.306 0.114
```
Forces are in eV/Å.

# 2
An isolated molecule of C4H8N2O, computed with ωB97M-V/def2-TZVPD.

Summary:
Spin multiplicity: 1
Energy relative to the best compared isomer or geometry (same formula, charge and spin) in kJ/mol: 321.4
Gap between HOMO and LUMO in eV: 8.808
LUMO energy in hartree: 0.034
Molar mass in g/mol: 100.1
Total charge: 0

Geometry as XYZ:
```
15
Properties=species:S:1:pos:R:3:forces:R:3:lowdin_charge:R:1
H -1.764 -2.032 -1.098 0.011 0.133 0.051 0.066
H -0.494 0.438 1.452 0.036 0.011 -0.121 0.173
C 1.444 0.701 0.819 -0.002 -0.049 0.036 -0.543
H -1.717 1.297 -0.301 0.101 -0.158 -0.101 0.111
H 3.168 0.392 -0.185 -0.068 0.045 -0.002 0.118
H -0.175 1.644 -1.213 -0.009 -0.076 0.113 0.106
C -0.367 -0.498 -0.616 -0.308 -0.024 0.007 -0.253
H 1.654 -0.216 -0.927 0.072 0.101 0.139 0.083
O 1.791 1.132 1.895 -0.149 -0.099 -0.377 0.079
H -1.131 -2.180 0.517 0.059 0.069 -0.044 0.065
H -2.397 -0.977 0.173 0.213 0.035 -0.010 0.067
C -1.474 -1.447 -0.219 -0.108 -0.117 0.013 -0.133
N 0.027 0.423 0.576 0.135 -0.049 0.316 -0.005
C -0.729 0.929 -0.607 0.016 0.196 -0.100 -0.112
N 2.165 0.394 -0.267 0.001 -0.017 0.080 0.176
```
Forces are in eV/Å.